Computed, not measured: 2 unconnected molecules or ions with the total composition C4H11INS, with ωB97M-V/def2-TZVPD.

Output
Energy relative to the best compared isomer or geometry (same formula, charge and spin) (kJ/mol): 271.3
Orbital gap (eV): 8.069
E_LUMO (eV): -3.74
Largest force on an atom (eV/Å): 4.279

```
! wB97M-V def2-TZVPD RIJCOSX def2/J DEFGRID3
* xyz 1 1
C -1.10907 0.77331 2.17402
C 1.31441 -0.72342 -2.37638
C 0.03155 0.93248 1.27056
C -1.02856 -0.08147 -0.79351
N 1.23737 0.37356 1.26071
S -0.37533 -1.36793 -1.94143
I -2.94117 -1.00694 -0.36264
H -1.11400 -0.28084 2.56524
H -2.11439 1.09675 1.90942
H -0.87204 1.32143 3.01017
H 1.25082 0.41821 -2.13421
H 1.28754 -0.76292 -3.48338
H 2.05836 -1.35011 -1.99886
H 0.09317 1.90069 0.86057
H -1.26752 0.77682 -1.59280
H 0.02959 -2.25485 -0.97773
H 1.40001 -0.58405 1.55742
H 2.11926 0.81927 1.05284
*
```

---

Computed, not measured: a molecular structure, C4H11InNO9PS, with ωB97M-V/def2-TZVPD.

Output
Energy relative to the best compared isomer or geometry (same formula, charge and spin) (kJ/mol): 240.8
Orbital gap (eV): 3.987
E_LUMO (eV): 4.38
Largest force on an atom (eV/Å): 7.455

```
! wB97M-V def2-TZVPD RIJCOSX def2/J DEFGRID3
* xyz -2 1
In -1.20879 0.20906 -0.00558
P -2.20766 -2.22134 -0.35808
O -2.88354 -3.14944 0.67617
O -0.78089 -1.73066 0.03453
O -2.83872 -0.78664 -0.55115
O -2.21496 -2.95805 -1.71280
S -1.27289 0.94437 -2.44440
O -0.50340 1.22953 -3.60268
O -1.08365 -0.42551 -2.03576
O -0.83193 1.79344 -1.33330
O -2.69157 0.99555 -2.63338
C 1.99146 2.15511 0.72616
C 1.77703 0.78379 0.08210
C 1.36846 -0.36495 0.98382
O 0.03703 -0.17818 1.58310
C -0.43610 -1.22429 2.41598
N 0.86460 0.92127 -1.03781
H 2.67804 2.09905 1.57089
H 1.09395 2.66450 1.07700
H 2.36334 2.90518 0.02816
H 2.77860 0.59602 -0.30479
H 2.15136 -0.30719 1.74002
H 1.34526 -1.32336 0.46515
H -0.57039 -2.15196 1.85966
H -1.33058 -0.90346 2.94990
H 0.36559 -1.44328 3.12126
H 0.89697 0.15683 -1.69711
H 1.14349 1.71473 -1.59704
*
```

---

orbital gap of number 1 (C4H11INS)? 8.069 eV

---

Which of these has the lowest E_LUMO? C4H11INS

---

What is the E_LUMO in the second record? 4.38 eV

---

largest force on an atom of number 2 (C4H11InNO9PS)? 7.455 eV/Å